The following is a quantum chemistry calculation of a molecular structure, C35H45F4N4PSSn, from the Open Molecules 2025 dataset.

Calculated values
Energy relative to the best compared isomer or geometry (same formula, charge and spin), eV: 1.745
Multiplicity: 2
Total charge: -1
Electronic energy, Ha: -2932.971428
Gap between HOMO and LUMO (alpha / beta), eV: 5.9053 / 5.8982
HOMO (alpha / beta), eV: -3.336 / -3.358
Maximum force, eV Å⁻¹: 0.2

```
91
Properties=species:S:1:pos:R:3:mulliken_charge:R:1
Sn -0.337 -0.492 -1.771 1.131
C 0.314 -3.767 -1.606 -0.980
N -0.615 -2.964 -2.396 0.787
C -1.975 -3.477 -2.250 -0.899
C -0.236 -2.940 -3.811 -1.152
C 1.140 -2.332 -4.039 -0.868
N 1.376 -1.221 -3.126 0.110
C 2.576 -0.594 -3.199 0.158
C 3.080 0.117 -2.080 -0.096
F 2.355 0.124 -0.944 0.326
C 4.274 0.793 -2.073 -0.254
F 4.636 1.445 -0.952 -0.385
C 5.116 0.815 -3.171 -0.851
C 4.672 0.113 -4.271 0.266
F 5.430 0.092 -5.385 -0.360
C 3.465 -0.559 -4.300 0.566
F 3.148 -1.150 -5.475 -0.350
H 0.397 -4.786 -2.012 0.285
H -0.049 -3.822 -0.581 0.166
H 1.298 -3.300 -1.597 0.244
H -2.047 -4.510 -2.620 0.339
H -2.663 -2.851 -2.816 0.262
H -2.262 -3.461 -1.199 0.013
H -0.988 -2.352 -4.334 0.220
H -0.254 -3.961 -4.225 0.391
H 1.182 -2.058 -5.094 0.445
H 1.914 -3.098 -3.885 0.514
H 6.058 1.340 -3.165 0.492
C -3.349 -1.577 0.732 -1.505
C -2.482 -2.483 1.616 0.397
C -3.174 -2.649 2.967 -1.654
P -0.766 -1.743 1.576 0.982
C 0.378 -3.009 2.364 0.716
C -0.069 -3.971 3.465 -1.635
C 1.665 -2.281 2.758 -1.415
C -0.895 -0.378 2.764 0.350
C -0.960 -0.578 4.145 0.142
C -1.039 0.448 5.071 0.617
C -1.093 0.185 6.553 -1.766
C -1.074 1.749 4.552 -0.982
C -1.024 1.998 3.203 -0.774
C -0.919 0.949 2.229 -1.101
N -0.898 1.155 0.910 1.337
C -0.687 2.430 0.415 -0.901
C -1.663 3.025 -0.412 0.887
C -2.958 2.301 -0.654 -1.309
C -1.427 4.265 -0.991 -1.099
C -0.246 4.967 -0.779 0.757
C -0.030 6.336 -1.372 -1.723
C 0.719 4.370 0.025 -0.870
C 0.533 3.122 0.609 1.568
C 1.634 2.495 1.416 -1.738
H -4.372 -1.961 0.665 0.563
H -2.954 -1.472 -0.280 0.166
H -3.387 -0.571 1.158 0.254
H -2.389 -3.467 1.135 0.609
H -3.320 -1.671 3.429 0.270
H -2.612 -3.265 3.668 0.305
H -4.159 -3.107 2.831 0.508
H 0.626 -3.641 1.503 0.267
H -0.318 -3.464 4.397 0.228
H 0.747 -4.668 3.688 0.498
H -0.932 -4.565 3.159 0.297
H 1.502 -1.656 3.638 0.247
H 2.012 -1.626 1.954 0.154
H 2.458 -2.999 2.985 0.472
H -0.950 -1.595 4.521 -0.146
H -1.072 -0.888 6.755 0.330
H -2.003 0.585 7.010 0.327
H -0.246 0.633 7.082 0.328
H -1.154 2.592 5.234 0.317
H -1.072 3.021 2.848 0.408
H -3.343 1.882 0.277 0.172
H -2.823 1.468 -1.349 0.102
H -3.703 2.974 -1.084 0.436
H -2.197 4.702 -1.622 0.282
H -0.709 6.514 -2.208 0.354
H 0.993 6.464 -1.740 0.354
H -0.199 7.128 -0.637 0.376
H 1.662 4.887 0.195 0.378
H 2.599 2.951 1.181 0.476
H 1.689 1.424 1.212 0.152
H 1.460 2.600 2.490 0.369
S -2.755 -0.396 -4.780 -0.336
C -1.964 -0.211 -3.435 -0.241
C 2.311 3.525 -2.727 -1.271
C 1.245 2.545 -2.863 0.813
N 0.425 1.759 -3.019 -0.532
H 3.062 3.348 -3.497 0.469
H 2.763 3.418 -1.742 0.174
H 1.897 4.528 -2.815 0.271
```



The following is a quantum chemistry calculation of a molecular structure, C35H45FGeN5O3V in a non-equilibrium geometry, from the Open Molecules 2025 dataset.

Calculated values
Energy relative to the best compared isomer or geometry (same formula, charge and spin), eV: 1.393
Multiplicity: 3
Electronic energy, Ha: -4981.063465
Gap between HOMO and LUMO (alpha / beta), eV: 6.1566 / 7.1101
HOMO (alpha / beta), eV: -6.490 / -7.462
Maximum force, eV Å⁻¹: 4.5

```
91
Properties=species:S:1:pos:R:3:mulliken_charge:R:1
V 0.187 1.136 -0.238 0.636
N -1.058 2.721 -2.171 -0.246
C -2.435 3.183 -2.107 -0.871
C -3.301 2.072 -1.517 -0.837
N -2.771 1.537 -0.271 0.328
C -3.130 2.234 0.957 -0.505
C -2.177 3.374 1.349 -0.888
N -0.786 2.928 1.336 -0.131
H -0.432 3.438 -2.515 0.172
H -0.985 1.915 -2.784 0.109
H -2.857 3.446 -3.089 0.455
H -2.480 4.079 -1.486 0.318
H -3.315 1.251 -2.238 0.384
H -4.330 2.446 -1.398 0.429
H -3.074 0.575 -0.195 -0.014
H -3.109 1.498 1.766 0.129
H -4.148 2.651 0.906 0.444
H -2.492 3.724 2.342 0.427
H -2.280 4.209 0.657 0.345
H -0.651 2.259 2.089 0.064
H -0.157 3.706 1.491 0.264
C -2.869 -5.697 1.274 -1.361
C -3.810 -4.497 1.387 -0.346
C -4.733 -4.563 2.598 -1.027
C -3.931 -4.455 3.890 -1.259
C -3.031 -3.248 3.857 0.941
C -2.612 -2.660 5.034 -0.621
C -1.802 -1.534 4.999 -0.093
F -1.437 -0.968 6.162 -0.381
C -1.396 -0.974 3.818 -0.570
C -1.803 -1.552 2.614 0.782
C -1.394 -0.934 1.354 0.928
O -0.740 0.127 1.342 0.205
C -1.857 -1.597 0.175 -0.276
C -2.637 -2.706 0.264 -0.246
N -3.031 -3.255 1.430 0.147
C -2.622 -2.697 2.628 -0.882
C -1.501 -1.068 -1.188 -0.506
O -2.197 -1.388 -2.148 -0.784
O -0.463 -0.323 -1.250 0.154
H -3.439 -6.625 1.278 0.400
H -2.155 -5.711 2.097 0.363
H -2.309 -5.638 0.340 0.393
H -4.422 -4.454 0.484 0.516
H -5.294 -5.496 2.567 0.427
H -5.446 -3.736 2.542 0.361
H -3.334 -5.360 4.026 0.356
H -4.605 -4.382 4.743 0.466
H -2.916 -3.063 5.991 0.503
H -0.761 -0.099 3.797 0.597
H -2.981 -3.185 -0.644 0.659
C 4.076 -0.276 2.913 -1.382
Ge 3.041 -0.344 1.211 0.784
C 2.026 -2.041 1.270 -1.176
C 4.391 -0.413 -0.230 -1.275
C 1.798 1.151 1.116 -1.122
H 4.776 -1.114 2.944 0.385
H 3.423 -0.352 3.783 0.345
H 4.647 0.649 2.996 0.373
H 2.688 -2.907 1.250 0.517
H 1.346 -2.089 0.416 0.164
H 1.437 -2.080 2.189 0.217
H 5.319 -0.850 0.139 0.456
H 4.615 0.586 -0.606 0.325
H 4.041 -1.014 -1.066 0.278
H 2.364 2.076 0.949 0.535
H 1.344 1.221 2.115 0.401
N 1.317 1.527 -1.427 -0.034
C 2.167 1.691 -2.370 -1.132
C 2.684 3.053 -2.661 0.834
C 3.141 3.420 -3.930 -0.309
C 3.647 4.689 -4.156 -0.885
C 3.716 5.612 -3.122 -0.443
C 3.248 5.264 -1.862 -0.793
C 2.730 4.002 -1.636 0.097
C 2.702 0.556 -3.179 0.403
C 4.044 0.523 -3.569 -0.010
C 4.565 -0.582 -4.222 -0.912
C 3.755 -1.671 -4.508 -0.489
C 2.410 -1.626 -4.175 -0.818
C 1.885 -0.522 -3.523 -0.159
H 3.092 2.712 -4.746 0.538
H 3.998 4.962 -5.144 0.396
H 4.140 6.593 -3.292 0.389
H 3.299 5.980 -1.051 0.410
H 2.361 3.714 -0.659 0.217
H 4.698 1.347 -3.318 0.470
H 5.612 -0.604 -4.496 0.376
H 4.167 -2.548 -4.990 0.396
H 1.760 -2.453 -4.436 0.432
H 0.842 -0.487 -3.256 0.346
```



The following is a quantum chemistry calculation of a molecular structure, C35H46AsINPTa, from the Open Molecules 2025 dataset.

Calculated values
Energy relative to the best compared isomer or geometry (same formula, charge and spin), eV: 0.615
Total charge: +3
Electronic energy, Ha: -4346.957487
Gap between HOMO and LUMO, eV: 5.9330
HOMO, eV: -16.150
Maximum force, eV Å⁻¹: 0.5

```
86
Properties=species:S:1:pos:R:3:mulliken_charge:R:1
Ta -0.635 0.560 0.433 -2.160
I -3.072 2.105 0.505 0.194
C -3.040 2.018 2.618 0.140
C -4.150 2.368 3.330 -0.463
C -4.078 2.342 4.737 -0.719
C -2.912 1.985 5.360 -0.917
C -1.766 1.635 4.610 0.785
C -0.537 1.303 5.241 -0.685
C 0.583 1.011 4.512 -1.469
C 0.525 1.030 3.108 -1.127
C -0.671 1.269 2.419 2.048
C -1.818 1.632 3.196 0.269
H -5.068 2.672 2.842 0.470
H -4.948 2.620 5.315 0.459
H -2.853 1.979 6.441 0.482
H -0.495 1.314 6.324 0.482
H 1.521 0.804 5.008 0.503
H 1.449 0.873 2.562 0.530
C 1.802 0.091 -3.669 -1.502
C 0.321 0.451 -3.637 0.525
C 0.078 1.954 -3.801 -1.396
P -0.622 -0.222 -2.184 0.869
C -2.107 -0.948 -2.998 0.266
C -1.859 -2.192 -3.862 -1.713
C -3.307 -1.140 -2.075 -0.961
C 0.430 -1.447 -1.276 0.519
C 0.472 -2.818 -1.490 -0.429
C 1.185 -3.670 -0.644 0.313
C 1.306 -5.127 -0.949 -1.844
C 1.773 -3.140 0.516 -0.840
C 1.743 -1.788 0.770 -0.502
C 1.135 -0.922 -0.157 -0.761
N 1.214 0.504 -0.009 1.647
C 2.241 1.398 -0.419 0.111
C 1.776 2.705 -0.578 1.279
C 0.317 2.928 -0.371 -1.384
C 2.641 3.714 -0.961 -1.130
C 3.984 3.432 -1.183 0.356
C 4.954 4.506 -1.573 -1.576
C 4.414 2.112 -1.028 -0.903
C 3.583 1.067 -0.651 0.692
C 4.160 -0.319 -0.540 -1.063
H 2.213 0.424 -4.623 0.564
H 1.970 -0.983 -3.597 0.307
H 2.358 0.596 -2.881 0.196
H -0.173 -0.068 -4.466 0.827
H 0.674 2.521 -3.083 0.268
H 0.390 2.266 -4.797 0.479
H -0.975 2.228 -3.692 0.313
H -2.336 -0.107 -3.671 0.581
H -1.849 -3.096 -3.254 0.391
H -0.931 -2.145 -4.432 0.393
H -2.673 -2.301 -4.578 0.472
H -3.136 -1.950 -1.370 -0.051
H -4.183 -1.413 -2.663 0.567
H -3.549 -0.227 -1.522 0.139
H -0.034 -3.243 -2.342 0.413
H 0.617 -5.442 -1.729 0.418
H 1.139 -5.731 -0.056 0.420
H 2.322 -5.345 -1.289 0.382
H 2.280 -3.805 1.204 0.487
H 2.240 -1.373 1.635 0.636
H -0.261 2.304 -1.100 0.180
H -0.027 3.945 -0.558 0.627
H 0.029 2.744 0.683 0.450
H 2.271 4.724 -1.091 0.501
H 4.447 5.436 -1.818 0.391
H 5.551 4.198 -2.431 0.403
H 5.646 4.703 -0.752 0.350
H 5.458 1.887 -1.214 0.537
H 5.187 -0.314 -0.899 0.551
H 3.611 -1.047 -1.141 0.133
H 4.185 -0.671 0.492 0.304
C -3.958 -1.343 1.705 -1.143
As -2.057 -1.609 1.451 0.781
C -1.454 -1.907 3.266 -1.086
C -1.933 -3.411 0.750 -1.115
H -4.349 -2.257 2.151 0.523
H -4.465 -1.146 0.762 0.320
H -4.116 -0.515 2.393 0.346
H -1.897 -2.834 3.628 0.555
H -0.370 -1.978 3.303 0.314
H -1.786 -1.077 3.890 0.290
H -2.699 -3.993 1.261 0.612
H -0.958 -3.819 1.000 0.334
H -2.091 -3.470 -0.324 0.241
```



energy relative to the best compared isomer or geometry (same formula, charge and spin) of number 1 (C35H45F4N4PSSn)?
1.745 eV